# 1
# C4H9NO2

One molecule with the formula C4H9NO2 at a distorted geometry (wB97M-V/def2-TZVPD, OMol25).

ORCA input file:
```
! wB97M-V def2-TZVPD RIJCOSX def2/J DEFGRID3
* xyz 0 1
O 1.34283 0.33947 2.73714
H -1.84671 0.10248 -2.76707
H -2.28498 -0.43214 -1.07268
H -0.38782 1.88129 -1.71611
H -1.46774 1.83406 -0.39384
H -0.74713 -0.81849 -1.95430
N 0.27826 0.82624 0.07265
C 0.13489 -0.48395 0.80818
C -1.40681 -0.10210 -1.72309
H 0.10392 -1.40586 0.22175
H 1.36150 0.76602 -0.13710
H -0.76785 -0.45792 1.28426
H 2.93879 -1.42197 2.27333
C 1.23902 -0.41445 1.79934
C -0.69145 1.13270 -1.02479
O 2.20128 -1.34539 1.59234
*
```

Calculated values
Frontier orbital gap = 9.72 eV
Total energy = -9877.447 eV
E_HOMO = -9.013 eV
Relative energy (zero: lowest compared OMol25 entry of this formula, charge and spin) = 60.26 kcal/mol


# 2
# C4H9NO2

One molecule with the formula C4H9NO2 at a distorted geometry (wB97M-V/def2-TZVPD, OMol25).

ORCA input file:
```
! wB97M-V def2-TZVPD RIJCOSX def2/J DEFGRID3
* xyz 0 1
C 0.51636 0.52767 0.45351
H 1.89340 -0.75914 -0.93902
H 0.26674 0.05248 2.75122
C 0.99188 -0.81609 -0.17370
H 1.73396 -1.45851 1.58403
H -1.35148 1.57259 0.23838
O -1.28314 -0.47744 1.57501
C -0.14201 -0.10054 1.71415
C -1.03647 0.65170 -1.60873
H -1.96531 1.01206 -1.92683
H 1.11400 1.44301 0.59621
H -0.23082 0.62900 -2.46273
O 1.39490 -1.77940 0.72359
N -0.56883 1.23747 -0.36400
H -0.01142 -1.33819 -0.57019
H -1.32179 -0.39664 -1.59090
*
```

Calculated values
Frontier orbital gap = 9.31 eV
Total energy = -9875.908 eV
E_HOMO = -8.692 eV
Relative energy (zero: lowest compared OMol25 entry of this formula, charge and spin) = 95.75 kcal/mol


# 3
# C4H9NO2

A 2-piece molecular cluster, C4H9NO2 overall (wB97M-V/def2-TZVPD, OMol25).

ORCA input file:
```
! wB97M-V def2-TZVPD RIJCOSX def2/J DEFGRID3
* xyz 0 1
H 2.32041 0.77236 -0.17368
H 0.02479 -0.56689 -1.16874
O 1.37911 0.89169 -1.96308
N -0.28064 -0.98105 -0.29619
C -1.53329 0.86453 0.76629
H -0.81173 0.94985 1.58514
O 0.53932 -1.78393 1.68228
H -1.23711 1.55476 -0.03201
H -1.79687 -1.26528 1.06040
H 1.63256 -1.66871 -0.03698
H 3.18004 1.69978 -1.56947
H -2.51555 1.17415 1.13888
C 2.30422 1.12343 -1.22328
C 0.68006 -1.49980 0.50809
H -2.32288 -0.69429 -0.52796
C -1.56245 -0.57059 0.25030
*
```

Calculated values
Frontier orbital gap = 9.88 eV
Total energy = -9878.466 eV
E_HOMO = -9.592 eV
Relative energy (zero: lowest compared OMol25 entry of this formula, charge and spin) = 36.77 kcal/mol


# 4
# C4H9NO2

One molecule with the formula C4H9NO2 at a distorted geometry (wB97M-V/def2-TZVPD, OMol25).

ORCA input file:
```
! wB97M-V def2-TZVPD RIJCOSX def2/J DEFGRID3
* xyz 0 1
H -1.90822 -0.22435 -3.54787
H -1.80524 -0.26569 -1.17880
C 0.89877 -0.48352 2.54474
H 0.14109 -0.01668 3.24111
O -1.10292 -0.40518 0.89724
H -0.32976 1.75130 -1.09453
H 0.65328 -1.46405 2.12571
H 2.02721 -0.61158 2.87646
H -0.49040 -1.28056 -1.63293
C -0.80277 -0.24521 -1.73200
N 0.94777 0.39610 1.39060
C 0.12613 0.75805 -1.01875
O -1.05853 0.22105 -3.15016
H 1.03410 0.61787 -1.51943
H 1.76126 0.93457 1.34805
C -0.09176 0.31788 0.45056
*
```

Calculated values
Frontier orbital gap = 10.53 eV
Total energy = -9877.357 eV
E_HOMO = -9.682 eV
Relative energy (zero: lowest compared OMol25 entry of this formula, charge and spin) = 62.35 kcal/mol


# 5
# C4H9NO2

An isolated ion of composition C4H9NO2 and charge +1 at a distorted geometry (wB97M-V/def2-TZVPD, OMol25).

ORCA input file:
```
! wB97M-V def2-TZVPD RIJCOSX def2/J DEFGRID3
* xyz 1 2
H 2.30627 -0.69909 0.51360
H -1.75354 0.91709 -1.84033
H 1.20897 0.73435 -1.94874
C 1.39823 -1.29473 0.62174
C 0.01940 0.61693 -0.35364
H 0.03017 1.06455 0.63950
H 1.45017 -1.38176 2.55773
O -2.36189 0.64870 0.04221
O 0.83231 -1.03132 1.90965
H 1.60453 -2.34180 0.40605
H -0.59598 -1.48109 -0.17445
H 1.50900 1.93755 -0.83321
N 0.78766 1.37146 -1.27257
C 0.28272 -0.86504 -0.36209
C -1.54399 0.78166 -0.76848
H 0.61728 -1.22863 -1.34708
*
```

Calculated values
Frontier orbital gap (spin up / spin down) = 10.18 / 6.02 eV
Total energy = -9869.202 eV
<S²> = 0.757
E_HOMO (spin up / spin down) = -14.726 / -14.715 eV
Relative energy (zero: lowest compared OMol25 entry of this formula, charge and spin) = 46.13 kcal/mol


# 6
# C4H9NO2S

One molecule with the formula C4H9NO2S at a distorted geometry (wB97M-V/def2-TZVPD, OMol25).

ORCA input file:
```
! wB97M-V def2-TZVPD RIJCOSX def2/J DEFGRID3
* xyz 0 1
H 0.90701 1.86459 -0.97126
H 0.38129 0.54835 2.27051
O 1.71701 -1.55555 -0.83121
H -1.23560 0.29468 1.65672
C -0.25902 0.71489 1.38966
C -1.02903 0.11345 -0.87648
C 0.22654 0.15044 0.06126
C 0.82179 -1.34507 0.15097
O 0.44248 -2.22994 0.85559
H -2.01534 -2.04410 -0.20297
H -0.44259 1.79595 1.28652
H 1.87186 -0.67918 -1.23818
H -1.43999 1.11422 -1.08090
H -0.64028 -0.24915 -1.80792
N 1.28920 1.00242 -0.57339
S -2.52522 -0.77953 -0.29269
H 1.92989 1.28353 0.20377
*
```

Calculated values
Frontier orbital gap = 9.98 eV
Total energy = -20714.539 eV
E_HOMO = -9.377 eV
Relative energy (zero: lowest compared OMol25 entry of this formula, charge and spin) = 11.40 kcal/mol


# 7
# C4H9NO2S

One molecule with the formula C4H9NO2S at a distorted geometry (wB97M-V/def2-TZVPD, OMol25).

ORCA input file:
```
! wB97M-V def2-TZVPD RIJCOSX def2/J DEFGRID3
* xyz 0 1
H -3.60928 1.65433 -0.12724
S 0.76579 -1.39383 -0.18662
O -2.82816 -0.10621 0.10798
H -1.86685 -1.92021 -0.34921
H -2.00175 1.67640 0.87750
C 2.03048 -0.41366 0.57634
H 2.49469 0.42218 -1.35122
H 2.89984 -1.08881 0.43990
H 3.31158 1.34152 0.00460
O 1.45587 1.88258 -0.06382
H 0.59198 1.50924 0.02826
H -1.99743 1.37933 -0.97692
H 1.67899 -0.15614 1.63399
N -0.51294 -0.32718 0.07080
C 2.36398 0.92603 -0.23282
C -2.57736 1.26672 0.02840
C -1.68135 -0.85198 -0.04569
*
```

Calculated values
Frontier orbital gap = 9.22 eV
Total energy = -20712.188 eV
E_HOMO = -8.387 eV
Relative energy (zero: lowest compared OMol25 entry of this formula, charge and spin) = 65.60 kcal/mol


# 8
# C4H9NO2S

One molecule with the formula C4H9NO2S at a distorted geometry (wB97M-V/def2-TZVPD, OMol25).

ORCA input file:
```
! wB97M-V def2-TZVPD RIJCOSX def2/J DEFGRID3
* xyz 0 1
H -0.75268 1.45015 -0.34439
H 0.32184 -0.49179 -2.63195
S -2.02519 -0.33969 -2.78518
H 2.09565 0.10940 1.59026
H -0.11385 1.15398 -2.63375
H 0.85991 -2.09321 2.13835
H -0.81997 -0.26126 1.72446
C 1.04311 0.31212 -0.11722
H 0.18021 0.50188 3.03499
N 1.15715 0.19517 1.23057
O 2.03107 0.24751 -0.82079
H -0.95988 -0.37280 -0.26648
C 0.14925 -0.21699 2.21271
H -2.81616 0.61622 -2.25104
O 0.42349 -1.47594 2.74963
C -0.40065 0.48031 -0.67841
C -0.37330 0.18493 -2.15176
*
```

Calculated values
Frontier orbital gap = 9.80 eV
Total energy = -20713.969 eV
E_HOMO = -9.160 eV
Relative energy (zero: lowest compared OMol25 entry of this formula, charge and spin) = 24.54 kcal/mol


# 9
# C4H9NO2S

An isolated ion of composition C4H9NO2S and charge +1 at a distorted geometry (wB97M-V/def2-TZVPD, OMol25).

ORCA input file:
```
! wB97M-V def2-TZVPD RIJCOSX def2/J DEFGRID3
* xyz 1 2
O 0.52742 -0.82290 -2.72766
H 0.54791 1.65397 1.36151
H 1.04436 -1.13103 1.95241
C -1.29966 0.52683 0.70965
H -1.69869 1.38908 0.11898
H -1.16477 -0.01571 -1.28766
H -2.23004 0.21588 1.20280
H -0.71631 1.60334 2.52659
C -0.24879 0.99812 1.69734
H 0.90297 -0.86738 -3.61095
H 1.27386 -0.07123 0.17293
S 0.25563 -0.36542 2.77765
H -1.08221 -1.46250 -0.25681
O 2.52696 -0.25449 -1.99364
C 1.36017 -0.43220 -1.75496
C -0.70884 -0.44427 -0.34774
N 0.71004 -0.52010 -0.54043
*
```

Calculated values
Frontier orbital gap (spin up / spin down) = 9.71 / 4.19 eV
Total energy = -20704.777 eV
<S²> = 0.753
E_HOMO (spin up / spin down) = -13.756 / -13.690 eV
Relative energy (zero: lowest compared OMol25 entry of this formula, charge and spin) = 24.34 kcal/mol


# 10
# C4H9NO3

A 2-piece molecular cluster, C4H9NO3 overall at a distorted geometry (wB97M-V/def2-TZVPD, OMol25).

ORCA input file:
```
! wB97M-V def2-TZVPD RIJCOSX def2/J DEFGRID3
* xyz -1 2
H 0.81087 -1.63859 -1.98956
H 2.33934 0.20023 2.08183
H 0.70356 1.15408 -1.48684
H 1.21996 -0.11306 -0.41911
C -0.79998 -0.36670 -1.21817
C 0.36556 0.46130 -0.71826
O -1.00885 -2.61494 -2.21844
H -1.51022 0.38593 1.26660
O 2.43588 -0.55673 1.49863
H 0.62174 2.20530 0.47363
C -0.27517 -1.66833 -1.79050
N 0.04300 1.38383 0.40628
O -1.01275 2.11141 2.25049
H 3.13022 -1.06811 1.92177
H -1.54211 -0.61003 -0.44677
H -1.35189 0.20658 -1.98232
C -0.88208 1.27385 1.35937
*
```

Calculated values
Frontier orbital gap (spin up / spin down) = 2.86 / 6.50 eV
Total energy = -11925.317 eV
<S²> = 0.753
E_HOMO (spin up / spin down) = 0.330 / -3.489 eV
Relative energy (zero: lowest compared OMol25 entry of this formula, charge and spin) = 32.64 kcal/mol


# 11
# C4H9NO3

A 2-piece molecular cluster, C4H9NO3 overall at a distorted geometry (wB97M-V/def2-TZVPD, OMol25).

ORCA input file:
```
! wB97M-V def2-TZVPD RIJCOSX def2/J DEFGRID3
* xyz 0 1
H -0.57700 0.51501 -2.00313
H 0.30240 0.67535 3.58058
O 1.50962 2.51184 -0.32800
H -1.11822 -2.95648 0.41040
H 2.12738 0.79369 0.31634
C 1.24596 1.36704 -0.06225
H 0.09196 -1.84009 0.65350
H -0.63156 1.86448 -0.31013
C -0.97131 -1.86729 0.36381
H 1.35786 -0.39032 3.11930
C -1.03376 -1.29934 -0.99792
O 0.91251 0.42138 2.87813
C -0.20496 0.83389 -0.01439
H -1.43855 -1.33916 1.18456
N -0.52039 0.00930 -1.13886
H -0.44241 0.60247 1.02965
O -1.18418 -1.95270 -2.00538
*
```

Calculated values
Frontier orbital gap = 9.46 eV
Total energy = -11925.462 eV
E_HOMO = -9.224 eV
Relative energy (zero: lowest compared OMol25 entry of this formula, charge and spin) = 47.96 kcal/mol


# 12
# C4H9NO3

A 2-piece molecular cluster, C4H9NO3 overall at a distorted geometry (wB97M-V/def2-TZVPD, OMol25).

ORCA input file:
```
! wB97M-V def2-TZVPD RIJCOSX def2/J DEFGRID3
* xyz 0 1
H 1.35163 1.25625 -1.70259
H 2.72827 -0.01459 1.58361
H 0.77715 -1.00817 0.13192
H -2.72147 -0.18790 -1.14482
H -2.49911 0.53267 1.12023
C -0.77584 0.37949 -0.35865
H -1.25281 -0.50677 -2.26836
O -0.81770 -0.08389 1.98023
C -1.68805 -0.49890 -1.27572
H -1.47371 -1.53909 -1.00175
C -1.41988 0.32795 1.02201
H -0.87168 1.42264 -0.66978
C 1.57219 0.40949 -1.03841
O 2.39870 -0.17602 2.47831
O 2.69063 -0.05216 -1.00142
N 0.56411 -0.12120 -0.30134
H 1.43756 -0.13981 2.44651
*
```

Calculated values
Frontier orbital gap = 10.71 eV
Total energy = -11926.154 eV
E_HOMO = -10.270 eV
Relative energy (zero: lowest compared OMol25 entry of this formula, charge and spin) = 32.00 kcal/mol